Density functional theory data (ωB97M-V/def2-TZVPD) for a molecular structure, C16H26Cl2F3FeGeN3O2.

```
54
C16H26Cl2F3FeGeN3O2 | the OMol25 dataset | ωB97M-V/def2-TZVPD
Fe -1.3972 -1.6531 0.0046
F -1.6573 3.1548 0.8985
C -1.7980 2.1619 1.7674
F -1.1706 2.5088 2.9020
F -3.0869 1.9966 2.0253
C -1.1516 0.8471 1.2523
O -1.5970 -0.2266 1.6201
O -0.1540 1.0017 0.4576
N 0.9863 -3.1913 1.2890
N -0.4559 -3.1433 1.1721
H 1.2637 -4.0733 1.7284
H 1.2590 -2.4438 1.9252
H -0.9219 -3.1436 2.0852
H -0.7625 -3.9983 0.6998
Cl -2.8619 0.1232 -1.4634
C -4.3374 -0.5234 -0.7730
C -5.4944 0.1870 -0.8844
C -6.6672 -0.3623 -0.3476
C -6.6556 -1.6032 0.2759
C -5.4834 -2.3171 0.3784
Cl -5.4792 -3.8443 1.1559
C -4.2278 -1.8151 -0.1286
N -3.1123 -2.4586 -0.0047
H -5.5120 1.1447 -1.3805
H -7.5921 0.1882 -0.4239
H -7.5655 -2.0184 0.6819
C 1.6743 0.0995 -3.4528
C 0.6976 -0.4538 -2.4215
C 1.3941 -1.3320 -1.3824
C 2.3665 -0.5987 -0.4558
Ge 1.6594 0.5963 0.9093
C 2.3138 2.3986 1.1599
C 3.7817 2.5237 1.5847
C 4.7728 1.8217 0.6623
C 4.7485 2.3465 -0.7665
H 1.1452 0.6381 -4.2366
H 2.2410 -0.7026 -3.9246
H 2.3859 0.7940 -3.0093
H -0.0647 -1.0474 -2.9329
H 0.1828 0.3757 -1.9374
H 1.9593 -2.0990 -1.9203
H 0.6917 -1.9337 -0.7703
H 3.0951 -0.0502 -1.0484
H 2.9282 -1.3302 0.1327
H 1.3659 -0.1766 2.2103
H 1.6528 2.8369 1.9111
H 2.1134 2.9196 0.2204
H 3.8973 2.1401 2.6005
H 4.0334 3.5849 1.6307
H 4.5834 0.7413 0.6683
H 5.7766 1.9421 1.0720
H 3.7899 2.1766 -1.2581
H 5.5149 1.8705 -1.3744
H 4.9316 3.4198 -0.7841
```

Calculated values
⟨S²⟩: 8.81
E (eV): -149672.680
2S+1: 6
Net charge: +1
HOMO energy (alpha / beta) (hartree): -0.3861 / -0.4248
Relative energy (zero: lowest compared OMol25 entry of this formula, charge and spin) (eV): 1.536